ORCA calculation (the ωB97M-V functional and the def2-TZVPD basis) on a 2-piece molecular cluster, C6H14O overall.

Each line ends with the natural charge from an NBO analysis.
Geometry (Å):
C -2.59327 -0.00741 -0.19492  -0.641
C -1.19681 -0.66131 0.06721  -0.204
C -0.49399 -0.36499 1.17265  0.029
C -1.07489 -0.19281 2.55841  -0.655
C 1.01127 -0.23073 0.96810  -0.423
C 1.45785 1.21443 0.44110  -0.607
H -3.07854 -0.76720 -0.80025  0.208
H -2.56262 0.91376 -0.77552  0.212
H -3.05031 0.15252 0.76244  0.205
H -0.77925 -1.16707 -0.81764  0.193
H -1.29676 -1.07860 3.13132  0.229
H -0.49884 0.53781 3.11840  0.210
H -2.01658 0.31510 2.35533  0.212
H 1.64474 -0.43425 1.82229  0.197
H 1.15379 -0.91806 0.11669  0.208
H 2.54408 1.15725 0.37686  0.218
H 0.77407 1.50236 -0.34584  0.215
H 1.20827 1.94578 1.23751  0.193
O 2.92549 -0.97280 -4.86697  -0.936
H 2.54813 -0.12750 -4.62279  0.468
H 3.37417 -0.81630 -5.70439  0.468

Atoms 1-2, force components in eV/Å:
1.291 -2.314 0.049
-1.346 1.886 -0.364

Output
**HOMO level**: -8.25 eV
**E_LUMO**: 0.797 eV
**Energy relative to the best compared isomer or geometry (same formula, charge and spin)**: 2.161 eV

ORCA calculation (the ωB97M-V functional and the def2-TZVPD basis) on C23H23AsCoOP as an isolated structure.

Each line ends with the natural charge from an NBO analysis.
Geometry (Å):
C -4.78813 0.57002 -0.55809  -0.375
C -4.37469 1.93019 -0.74973  -0.396
C -3.74202 2.38692 0.44863  -0.349
C -3.79510 1.33718 1.42293  -0.369
C -4.39247 0.18770 0.81981  -0.413
Co -2.79659 0.59686 -0.32514  0.659
P -2.56075 -0.52306 -2.18052  0.145
H -5.36078 -0.04161 -1.23731  0.209
H -4.50386 2.49697 -1.66437  0.212
H -3.27806 3.35750 0.58233  0.216
H -4.61170 -0.76215 1.28788  0.210
H -3.38936 1.37320 2.42883  0.212
H -1.37125 -0.20396 -2.89110  -0.011
H -3.48937 -0.47948 -3.25692  -0.034
H -2.40423 -1.92660 -1.99963  -0.024
O -0.94371 0.54260 -0.09038  -1.250
As 0.69990 0.04589 0.08028  1.855
C 1.67896 1.65521 0.43884  -0.323
C 1.63244 2.72536 -0.46852  -0.272
C 2.42256 3.85844 -0.23261  -0.203
C 3.22369 3.93616 0.91260  -0.275
C 3.23936 2.87984 1.83141  -0.228
C 2.45812 1.74023 1.60391  -0.247
C 0.76607 -1.15491 1.57791  -0.404
C 1.99461 -1.76726 1.87955  -0.141
C 2.08202 -2.65532 2.95802  -0.249
C 0.94557 -2.93628 3.72284  -0.216
C -0.27609 -2.32653 3.41634  -0.207
C -0.37254 -1.42472 2.34862  -0.194
C 1.15575 -0.94052 -1.51142  -0.471
C 1.48470 -0.26439 -2.69556  -0.260
C 1.84216 -1.00187 -3.83029  -0.195
C 1.88957 -2.39895 -3.77795  -0.310
C 1.55868 -3.06792 -2.59470  -0.235
C 1.17927 -2.34132 -1.45946  -0.196
H 0.98419 2.67055 -1.34377  0.218
H 2.40777 4.68174 -0.94917  0.203
H 3.83433 4.82271 1.09335  0.199
H 3.85827 2.93688 2.72828  0.200
H 2.45130 0.91841 2.32029  0.213
H 2.87833 -1.55359 1.27597  0.217
H 3.04131 -3.12149 3.19021  0.207
H 1.01338 -3.63225 4.56110  0.206
H -1.16486 -2.54809 4.00928  0.210
H -1.32139 -0.93938 2.11452  0.255
H 1.45147 0.82459 -2.72996  0.209
H 2.08178 -0.47784 -4.75767  0.198
H 2.18267 -2.96946 -4.66163  0.195
H 1.59204 -4.15750 -2.54857  0.198
H 0.90667 -2.85872 -0.53922  0.202

Atoms 1-2, force components in eV/Å:
-0.688 0.510 2.107
-0.499 -0.252 0.139

Output
**<S²>**: 3.8014
**Spin multiplicity**: 4
**HOMO level (spin up / spin down)**: -0.72 / -3.40 eV
**Net charge**: -1
**E_LUMO (spin up / spin down)**: 2.849 / 2.837 eV

ORCA calculation (the ωB97M-V functional and the def2-TZVPD basis) on one molecule with the formula C6H10.

Each line ends with the natural charge from an NBO analysis.
Geometry (Å):
C 1.96367 -0.14085 0.25543  -0.700
C 0.85823 0.32689 -0.66514  -0.039
C 0.05021 1.42999 -0.07205  -0.503
C -0.66579 0.22944 0.44096  -0.163
C -1.92592 -0.35318 -0.09606  -0.441
C -0.72351 -1.05149 -0.63807  -0.343
H 1.86372 0.09854 1.33275  0.163
H 2.86788 0.37169 -0.10042  0.237
H 2.16258 -1.21377 0.15372  0.214
H 0.49674 2.00106 0.74833  0.210
H -0.51120 2.07103 -0.75708  0.208
H -0.37083 -0.10973 1.42916  0.228
H -2.53824 -0.88059 0.63006  0.228
H -2.49199 0.25748 -0.79561  0.222
H -0.60268 -1.05562 -1.71033  0.260
H -0.43289 -1.98090 -0.15563  0.220

Atoms 1-2, force components in eV/Å:
0.061 -0.061 0.008
0.239 0.198 0.105

Output
**HOMO level**: -7.17 eV
**E_LUMO**: 1.154 eV
**Energy relative to the best compared isomer or geometry (same formula, charge and spin)**: 4.539 eV

ORCA calculation (the ωB97M-V functional and the def2-TZVPD basis) on a 3-piece molecular cluster, C5H16N2O2 overall.

Each line ends with the natural charge from an NBO analysis.
Geometry (Å):
C -0.13259 0.95976 -2.79078  -0.639
C -0.56023 0.25787 -1.46403  -0.058
C 0.58070 -0.75220 -1.08615  -0.400
C 0.46629 -1.30790 0.33162  -0.231
C 1.63576 -0.77473 2.35416  -0.441
N 1.06316 -0.37242 1.22480  -0.717
N -1.86620 -0.37023 -1.59064  -0.874
H -1.02933 0.84140 -3.40698  0.208
H 0.74303 0.60611 -3.30964  0.200
H -0.16691 2.05932 -2.68851  0.209
H -0.54392 0.98512 -0.65461  0.207
H 0.58247 -1.44107 -1.94518  0.165
H 1.48622 -0.13199 -1.13906  0.212
H -0.61145 -1.43631 0.59344  0.097
H 0.86643 -2.33672 0.34273  0.146
H 1.73778 -1.77235 2.75793  0.107
H 1.97571 -0.04826 3.08641  0.132
H -2.28398 -0.43531 -0.67435  0.363
H -1.88971 -1.22316 -2.12204  0.353
H -2.07736 0.21785 3.04856  0.450
H -1.16486 -0.42122 1.93624  0.484
O -1.33476 -0.37920 2.88965  -0.955
H 0.37104 1.77479 1.50607  0.512
H 1.54645 2.77437 1.36810  0.464
O 0.60626 2.72648 1.43226  -0.994

Atoms 1-2, force components in eV/Å:
-2.424 0.850 0.415
2.122 -0.775 -0.367

Output
**<S²>**: 0.7533
**Spin multiplicity**: 2
**HOMO level (spin up / spin down)**: 0.34 / -4.06 eV
**Net charge**: -1
**E_LUMO (spin up / spin down)**: 3.760 / 3.657 eV
**Energy relative to the best compared isomer or geometry (same formula, charge and spin)**: 0.519 eV

ORCA calculation (the ωB97M-V functional and the def2-TZVPD basis) on a 3-piece molecular cluster, C2H3N4O overall.

Each line ends with the natural charge from an NBO analysis.
Geometry (Å):
C -2.34658 1.09856 0.46320  0.289
C 1.18516 -1.54856 0.17917  1.005
N -1.56043 0.41726 0.05789  -0.431
N 1.66144 1.32533 -0.40849  -0.083
N 2.16267 2.18236 0.05616  0.086
N 0.18352 -1.37173 -0.48870  -0.811
O 2.03280 -1.71980 0.86715  -0.276
H -3.12575 1.61889 1.08173  0.292
H -0.51393 -0.56217 -0.35340  0.468
H 0.32108 -1.44014 -1.45471  0.461

Atoms 1-2, force components in eV/Å:
-3.503 2.305 2.812
-0.097 0.196 0.519

Output
**HOMO level**: -17.93 eV
**Net charge**: +1
**E_LUMO**: -4.064 eV
**Energy relative to the best compared isomer or geometry (same formula, charge and spin)**: 0.122 eV

ORCA calculation (the ωB97M-V functional and the def2-TZVPD basis) on C28H40CeN4OS as an isolated structure.

Each line ends with the Löwdin charge.
Geometry (Å):
Ce 0.04587 0.61423 0.15474  1.422
C -3.05906 0.95379 1.17528  -0.179
C -3.49316 1.77200 -0.01472  -0.164
C -2.42734 1.78977 -1.13669  -0.193
N -1.16004 2.33304 -0.64066  -0.152
C -0.90800 3.62515 -0.46703  -0.186
C -1.72922 4.72086 -0.78906  0.034
C -1.49945 6.09450 -0.69423  -0.009
C -0.42739 6.81373 -0.13458  -0.045
C 0.60046 6.25366 0.54779  -0.050
C 1.03655 4.93552 0.58469  0.028
C 0.43740 3.77344 0.08596  -0.173
N 1.11007 2.58811 0.17595  -0.158
C 2.56121 2.55740 0.24726  -0.200
C 3.06584 1.18887 -0.19525  -0.156
C 3.15574 0.12977 0.92043  -0.224
N 1.83776 -0.30054 1.29994  -0.126
C 1.71274 -1.31033 2.16643  -0.214
C 2.79059 -1.97827 2.70726  0.006
C 2.93978 -3.08702 3.55402  -0.046
C 1.98300 -3.89476 4.09737  -0.042
C 0.58503 -3.63827 3.96813  -0.038
C -0.11326 -2.66243 3.34335  -0.009
C 0.28536 -1.63787 2.43012  -0.222
N -0.61062 -0.98045 1.75410  -0.110
C -2.04569 -1.37257 1.85662  -0.185
C -2.89337 -0.58072 0.84845  -0.167
H -3.86123 1.00903 1.91371  0.135
H -2.17747 1.39526 1.63901  0.098
H -3.73136 2.79058 0.21893  0.112
H -4.38937 1.34347 -0.44553  0.128
H -2.83502 2.26386 -2.05576  0.145
H -2.23717 0.71864 -1.45471  0.098
H -2.60425 4.51920 -1.33322  0.099
H -2.23377 6.71225 -1.20060  0.122
H -0.58618 7.89502 -0.06285  0.129
H 1.16509 6.93268 1.15643  0.120
H 1.97020 4.89345 1.17395  0.131
H 2.91219 2.67028 1.29656  0.142
H 2.96999 3.37873 -0.30998  0.126
H 4.03360 1.30469 -0.66669  0.126
H 2.41848 0.78533 -1.08993  0.126
H 3.70715 0.48701 1.75373  0.122
H 3.79712 -0.68325 0.50311  0.138
H 3.74366 -1.65070 2.37092  0.092
H 3.98399 -3.28171 3.81503  0.127
H 2.30443 -4.76060 4.65893  0.116
H -0.08507 -4.36494 4.41373  0.123
H -1.19147 -2.71437 3.50988  0.106
H -2.39609 -1.26477 2.87187  0.124
H -2.16822 -2.45233 1.59857  0.139
H -3.93836 -0.97078 0.87302  0.145
H -2.60530 -0.84795 -0.15799  0.093
C -1.46567 -0.37472 -4.39245  -0.103
C -0.60651 -1.54404 -4.89911  -0.280
C -0.19045 -2.42540 -3.74547  -0.350
S 0.97528 -1.66733 -2.62957  1.089
O 0.15920 -0.75434 -1.66223  -0.672
C 1.42141 -2.99899 -1.51496  -0.327
C 0.30240 -3.56801 -0.67825  -0.283
C 0.66334 -4.46910 0.45145  -0.073
H -1.62768 0.35760 -5.18902  0.091
H -1.00538 0.19616 -3.58240  0.044
H -2.37019 -0.84899 -4.04059  0.081
H 0.21876 -1.16035 -5.51141  0.119
H -1.28167 -2.09453 -5.58875  0.134
H 0.35535 -3.32610 -4.18941  0.141
H -1.03265 -2.83219 -3.15933  0.112
H 2.32556 -2.64896 -0.99808  0.102
H 1.85948 -3.78760 -2.15684  0.120
H -0.39658 -4.08269 -1.37690  0.127
H -0.26728 -2.69201 -0.27526  0.094
H 1.23590 -5.31186 0.15152  0.083
H -0.29198 -4.72819 0.94941  0.106
H 1.27300 -4.04707 1.20186  0.040

Atoms 1-2, force components in eV/Å:
0.335 -0.564 -0.418
-0.305 -0.995 -0.271

Output
**HOMO level**: -13.00 eV
**Net charge**: +2
**E_LUMO**: -6.527 eV

| no. | total energy (a.u.) |
| --- | --- |
| 1 | -312.1756 |
| 2 | -4925.2431 |
| 3 | -234.4357 |
| 4 | -460.0151 |
| 5 | -371.9996 |
| 6 | -2257.9599 |